Below is a 2-piece molecular cluster, C3H10NO overall in a non-equilibrium geometry, with properties calculated with ωB97M-V/def2-TZVPD.

Summary:
Net charge: +1
Gap between HOMO and LUMO: 0.3087 Ha
M: 76.12 g/mol
Strongest force on any atom: 0.05628 hartree/bohr
Energy relative to the best compared isomer or geometry (same formula, charge and spin): 69.0 kcal/mol

Atoms and positions in Å:
1 C 0.710 -0.728 -2.211
2 N 1.040 -1.141 -1.025
3 H 0.889 -1.359 -3.089
4 H 0.133 0.143 -2.522
5 H 0.345 -0.760 -0.347
6 H 2.013 -1.135 -0.716
7 C -0.770 0.900 0.730
8 O -1.350 -0.144 -0.146
9 C 0.097 0.370 1.837
10 H -0.179 1.533 0.049
11 H -1.644 1.333 1.215
12 H -2.235 0.173 -0.326
13 H 1.115 -0.054 1.679
14 H 0.300 1.249 2.475
15 H -0.463 -0.380 2.399

Results of the natural (NBO) charge analysis, in e, for atoms 1 through 5: C 0.258; N -0.674; H 0.217; H 0.227; H 0.466